(1)
59
Properties=species:S:1:pos:R:3:forces:R:3:nbo_charge:R:1 method="wB97M-V/def2-TZVPD" total_energy_ha=-1669.41371 orbital_gap_ev=8.5 smiles="COc1ccc(Cl)cc1NC(=O)NCC1CCN(Cc2cc(C)ccc2C)CC1" total_charge=0 spin_multiplicity=1 lumo_ev=0.4
C -4.866 -0.957 3.596 -0.05 -0.09 0.24 -0.248
O -4.370 -0.326 2.441 0.05 0.12 -0.56 -0.520
C -4.912 -0.677 1.225 0.04 0.05 -0.06 0.244
C -5.909 -1.618 1.045 0.13 0.10 0.17 -0.269
C -6.390 -1.901 -0.226 0.02 0.05 -0.21 -0.246
C -5.862 -1.232 -1.313 0.01 -0.05 0.42 -0.043
Cl -6.454 -1.578 -2.898 -0.09 -0.05 -0.26 0.003
C -4.861 -0.284 -1.160 -0.02 0.00 -0.04 -0.273
C -4.380 0.002 0.108 -0.16 -0.18 0.00 0.201
N -3.379 0.932 0.358 0.08 -0.04 0.46 -0.638
C -2.753 1.778 -0.535 -0.05 0.03 0.46 0.794
O -2.960 1.795 -1.728 -0.09 -0.11 -0.43 -0.651
N -1.884 2.631 0.081 0.21 0.14 0.29 -0.634
C -1.016 3.497 -0.680 0.26 0.10 -0.24 -0.215
C 0.440 3.014 -0.742 -0.36 -0.16 0.21 -0.222
C 0.549 1.606 -1.321 0.27 0.22 -0.18 -0.410
C 2.010 1.175 -1.370 -0.30 -0.18 -0.06 -0.223
N 2.584 1.199 -0.036 0.19 0.11 0.00 -0.451
C 3.912 0.611 -0.019 -0.01 0.06 0.04 -0.229
C 3.868 -0.888 -0.182 0.01 -0.11 -0.01 -0.034
C 2.729 -1.578 0.206 0.09 -0.09 -0.03 -0.165
C 2.633 -2.957 0.091 0.08 -0.05 0.03 -0.037
C 1.375 -3.669 0.491 -0.01 0.02 -0.08 -0.625
C 3.720 -3.651 -0.421 -0.06 0.01 0.03 -0.207
C 4.866 -2.975 -0.794 0.01 0.03 -0.01 -0.203
C 4.964 -1.594 -0.682 -0.03 -0.07 -0.01 -0.021
C 6.231 -0.900 -1.085 -0.08 0.02 0.00 -0.631
C 2.563 2.545 0.498 -0.15 0.03 0.30 -0.206
C 1.120 3.026 0.627 0.25 0.18 -0.32 -0.407
H -4.699 -2.038 3.566 -0.02 0.04 -0.01 0.180
H -5.933 -0.757 3.735 0.04 -0.02 -0.02 0.180
H -4.308 -0.530 4.428 -0.08 -0.07 -0.02 0.200
H -6.329 -2.145 1.886 -0.01 -0.02 0.11 0.221
H -7.168 -2.634 -0.359 -0.07 -0.06 -0.04 0.226
H -4.454 0.238 -2.009 -0.01 -0.01 -0.03 0.271
H -3.160 1.022 1.341 0.03 0.06 -0.16 0.409
H -1.668 2.509 1.056 -0.11 -0.07 -0.06 0.385
H -1.053 4.503 -0.248 -0.01 -0.03 -0.09 0.191
H -1.434 3.528 -1.689 0.04 0.11 0.12 0.240
H 0.978 3.707 -1.399 0.01 0.02 0.00 0.202
H 0.117 1.573 -2.322 -0.05 -0.03 -0.04 0.223
H -0.003 0.906 -0.692 -0.05 -0.06 0.01 0.205
H 2.086 0.156 -1.756 0.02 0.07 -0.05 0.217
H 2.570 1.842 -2.053 0.03 -0.06 0.03 0.159
H 4.553 1.060 -0.798 0.00 -0.01 0.09 0.174
H 4.371 0.837 0.951 0.03 0.08 -0.09 0.209
H 1.900 -1.011 0.604 -0.12 0.06 0.04 0.215
H 1.575 -4.714 0.715 -0.05 -0.07 0.04 0.213
H 0.649 -3.629 -0.321 -0.10 -0.05 0.00 0.220
H 0.927 -3.199 1.364 -0.07 -0.02 0.07 0.214
H 3.673 -4.725 -0.524 -0.01 -0.11 0.00 0.205
H 5.708 -3.532 -1.182 0.10 -0.04 -0.04 0.204
H 6.055 -0.234 -1.931 0.08 0.09 -0.04 0.216
H 6.987 -1.625 -1.375 0.07 0.00 -0.01 0.216
H 6.623 -0.302 -0.263 0.11 0.08 0.00 0.214
H 3.036 2.535 1.484 0.05 0.02 -0.08 0.200
H 3.128 3.249 -0.143 0.00 -0.03 0.04 0.158
H 0.599 2.350 1.307 -0.04 -0.04 0.10 0.194
H 1.106 4.031 1.055 -0.03 0.04 0.05 0.207

***

(2)
69
Properties=species:S:1:pos:R:3:forces:R:3:nbo_charge:R:1 method="wB97M-V/def2-TZVPD" total_energy_ha=-4953.72286 orbital_gap_ev=5.0 total_charge=-2 spin_multiplicity=1 lumo_ev=3.9 relative_energy_kcal_mol=11.4
Pd 0.148 -1.351 0.001 -0.38 -0.49 -0.14 0.489
C -5.368 4.618 1.987 -0.01 0.00 -0.02 -0.247
O -5.967 3.685 1.120 -0.03 0.04 0.07 -0.513
C -5.185 2.634 0.706 0.20 -0.02 0.01 0.332
C -5.839 1.691 -0.109 -0.11 -0.04 -0.06 -0.394
C -5.115 0.621 -0.571 0.05 0.00 -0.03 -0.127
C -3.764 0.392 -0.247 0.02 -0.12 0.07 -0.301
C -3.109 -0.820 -0.744 -0.15 -0.03 -0.34 0.611
C -3.516 -1.382 -2.087 -0.05 -0.04 -0.08 -0.717
O -2.203 -1.441 -0.181 0.17 0.55 0.45 -0.680
C -3.083 1.358 0.593 0.40 -0.06 0.06 0.460
O -1.869 1.290 0.913 -0.17 -0.24 0.10 -0.741
C -3.864 2.488 1.034 -0.21 0.07 0.01 -0.438
H -6.144 5.334 2.252 0.00 0.00 -0.01 0.176
H -4.539 5.144 1.506 0.01 -0.01 -0.02 0.174
H -4.991 4.140 2.896 -0.01 -0.02 0.00 0.175
H -6.886 1.826 -0.351 0.03 -0.01 0.00 0.202
H -5.628 -0.103 -1.191 -0.02 0.00 0.01 0.193
H -4.475 -1.043 -2.468 0.01 0.00 -0.02 0.196
H -3.469 -2.469 -2.051 -0.02 0.01 -0.01 0.232
H -2.736 -1.066 -2.788 0.01 -0.01 0.02 0.267
H -3.332 3.204 1.645 0.01 0.00 0.00 0.211
O 2.172 -3.147 0.439 0.07 -0.12 0.06 -0.569
C 1.953 -1.989 0.231 -0.16 0.20 -0.12 0.525
C 3.034 -0.951 0.322 0.31 0.09 -0.02 -0.178
C 4.314 -1.319 -0.082 -0.09 -0.02 0.02 -0.158
C 5.364 -0.423 0.021 0.06 0.00 -0.02 -0.230
C 5.139 0.832 0.567 -0.04 0.01 0.01 -0.228
C 3.867 1.195 0.990 0.01 -0.01 0.02 -0.170
C 2.791 0.321 0.857 0.00 -0.03 -0.05 -0.317
P 1.034 0.755 1.203 0.04 -0.01 0.11 0.911
C 1.217 2.203 2.323 -0.07 0.11 0.04 -0.324
C 0.907 2.174 3.681 0.07 0.05 -0.04 -0.210
C 0.967 3.332 4.448 0.00 -0.02 -0.02 -0.204
C 1.335 4.539 3.871 0.00 -0.02 0.00 -0.234
C 1.626 4.585 2.513 0.00 -0.02 -0.03 -0.241
C 1.550 3.432 1.747 -0.03 0.00 0.01 -0.142
C 0.664 -0.596 2.419 0.12 0.06 0.05 -0.365
C 1.665 -1.164 3.226 -0.08 -0.03 0.01 -0.224
C 1.395 -2.262 4.016 0.08 0.05 0.00 -0.204
C 0.122 -2.831 4.017 -0.07 -0.03 -0.02 -0.212
C -0.879 -2.268 3.252 -0.03 -0.02 0.00 -0.219
C -0.624 -1.142 2.467 -0.01 0.20 -0.01 -0.185
H 4.458 -2.313 -0.484 0.00 0.01 0.00 0.230
H 6.354 -0.702 -0.319 -0.01 0.00 0.00 0.203
H 5.956 1.538 0.666 0.00 0.00 0.00 0.198
H 3.718 2.172 1.431 -0.01 -0.01 -0.01 0.204
H 0.607 1.242 4.143 0.00 -0.01 0.00 0.222
H 0.718 3.288 5.502 0.00 0.00 -0.01 0.199
H 1.379 5.441 4.470 0.00 -0.01 -0.01 0.198
H 1.892 5.526 2.046 0.00 -0.01 0.00 0.202
H 1.736 3.483 0.678 -0.01 0.00 0.03 0.210
H 2.663 -0.745 3.211 0.03 0.00 -0.01 0.221
H 2.181 -2.696 4.623 0.00 0.00 -0.01 0.202
H -0.075 -3.715 4.611 0.00 0.02 0.00 0.201
H -1.873 -2.697 3.244 -0.01 -0.01 0.00 0.215
H -1.422 -0.651 1.921 -0.03 0.00 -0.05 0.282
Br -0.626 -5.487 -5.985 -0.02 -0.03 0.00 -0.188
C 0.912 -4.290 -6.511 0.11 0.07 -0.07 -0.059
C 1.821 -4.940 -7.338 0.00 0.02 0.02 -0.302
C 2.911 -4.201 -7.785 -0.04 -0.06 0.01 -0.278
C 3.030 -2.873 -7.383 -0.02 0.09 0.04 -0.267
C 2.069 -2.310 -6.544 0.05 0.00 0.01 -0.262
C 0.942 -3.005 -6.056 -0.08 -0.08 -0.08 -0.347
I 0.533 -1.906 -2.509 0.12 0.04 0.04 -0.388
H 1.694 -5.978 -7.622 0.01 0.01 -0.01 0.196
H 3.654 -4.659 -8.430 0.00 0.00 0.00 0.180
H 3.875 -2.279 -7.725 -0.01 -0.02 0.01 0.176
H 2.214 -1.269 -6.248 0.01 -0.05 -0.02 0.173

***

(3)
17
Properties=species:S:1:pos:R:3:forces:R:3:nbo_charge:R:1 method="wB97M-V/def2-TZVPD" total_energy_ha=-611.87982 orbital_gap_ev=9.5 smiles=CCSCNC total_charge=0 spin_multiplicity=1 lumo_ev=1.0 relative_energy_kcal_mol=39.1
C 2.269 0.035 0.708 1.29 0.79 2.28 -0.638
C 1.429 -0.785 -0.176 -1.48 -1.67 -1.04 -0.525
S 0.831 0.084 -1.746 -0.05 -1.99 1.73 0.133
C -0.522 0.975 -0.872 0.15 0.28 1.37 -0.338
N -1.215 0.495 0.350 0.43 -1.05 -0.72 -0.654
C -2.215 -0.564 0.146 -0.42 0.90 -1.74 -0.441
H 1.764 0.005 1.732 0.81 0.45 -1.12 0.207
H 2.289 1.091 0.349 0.40 -0.78 0.51 0.219
H 3.288 -0.402 0.897 -0.74 0.81 -0.52 0.214
H 0.536 -0.912 0.441 -0.38 -0.18 -0.84 0.238
H 1.765 -1.848 -0.338 0.04 1.30 -0.39 0.225
H -1.179 1.228 -1.677 -0.65 0.42 -0.47 0.186
H 0.055 1.808 -0.533 -0.31 1.08 0.17 0.203
H -1.574 1.262 0.901 0.25 0.00 -0.23 0.377
H -2.226 -0.722 -0.920 0.41 -0.61 -0.74 0.194
H -3.255 -0.194 0.170 0.26 -0.24 1.17 0.197
H -2.041 -1.557 0.568 -0.02 0.49 0.58 0.201

***

(4)
2
Properties=species:S:1:pos:R:3:forces:R:3:nbo_charge:R:1 method="wB97M-V/def2-TZVPD" total_energy_ha=-559.97303 orbital_gap_ev=10.9 smiles=FCl total_charge=0 spin_multiplicity=1 lumo_ev=-1.1 relative_energy_kcal_mol=0.2
F 0.481 0.049 -0.967 -0.36 -0.04 0.73 -0.351
Cl -0.255 -0.026 0.512 0.36 0.04 -0.73 0.351

***

(5)
24
Properties=species:S:1:pos:R:3:forces:R:3:nbo_charge:R:1 method="wB97M-V/def2-TZVPD" total_energy_ha=-565.58702 orbital_gap_ev="8.6 / 8.6" total_charge=0 spin_multiplicity=1 lumo_ev="0.6 / 0.6" relative_energy_kcal_mol=153.1
C -1.032 -2.052 1.466 1.57 -4.60 0.12 -0.493
C -1.001 -0.774 1.511 1.36 3.05 -2.62 -0.207
C 1.200 -1.379 -1.520 1.01 3.95 4.38 -0.575
C -1.637 1.829 -0.518 -1.58 -1.14 -1.21 -0.599
C 0.213 -0.219 -1.335 -1.54 -1.11 -1.48 -0.503
C -0.242 1.830 -0.119 -0.05 -1.24 2.42 -0.511
C 0.367 0.507 -0.046 -1.07 -2.64 2.03 -0.172
Si 1.707 0.217 1.238 -1.06 1.28 -1.41 0.905
H -1.583 -2.750 2.120 -0.62 0.89 -0.09 0.202
H -0.299 -2.786 0.957 -0.72 1.79 0.20 0.191
H -1.727 -0.140 1.955 -0.32 0.46 0.67 0.177
H 2.135 -0.920 -1.044 -0.58 -1.00 -0.95 0.184
H 1.420 -1.662 -2.443 0.67 -1.12 -4.16 0.207
H 0.979 -2.191 -0.909 -0.64 -1.50 0.97 0.208
H -1.765 1.401 -1.511 0.22 -0.05 -0.26 0.201
H -2.254 1.152 0.081 -0.22 0.86 0.40 0.218
H -1.892 2.845 -0.667 -1.30 1.04 0.46 0.215
H 0.348 0.556 -2.148 -0.05 -0.83 0.56 0.204
H -0.873 -0.604 -1.454 1.65 0.68 0.10 0.227
H 0.272 2.212 -0.908 1.90 2.03 -2.15 0.215
H -0.067 2.380 0.787 0.06 0.53 0.37 0.209
H 3.011 0.659 0.678 0.20 0.05 0.41 -0.181
H 1.632 -1.136 1.554 0.62 -1.78 0.54 -0.165
H 1.087 1.026 2.273 0.50 0.39 0.69 -0.157

***

(6)
24
Properties=species:S:1:pos:R:3:forces:R:3:nbo_charge:R:1 method="wB97M-V/def2-TZVPD" total_energy_ha=-878.23944 orbital_gap_ev="5.3 / 5.3" smiles=CC(C)(S)N([O-])c1ccccc1 total_charge=-1 spin_multiplicity=1 lumo_ev="3.5 / 3.5" relative_energy_kcal_mol=29.3
C -0.684 -1.419 2.425 -0.63 -2.02 -1.21 -0.665
C -0.020 -0.582 1.340 0.29 -0.85 -2.14 0.141
C -0.235 0.874 1.419 0.33 2.63 -0.77 -0.658
S 1.921 -1.032 1.410 -0.24 -0.36 0.92 -0.302
N -0.416 -1.023 0.035 -0.60 1.39 0.14 -0.138
O -0.797 -2.303 -0.006 -0.37 -0.80 -1.27 -0.766
C -0.240 -0.200 -1.107 -0.34 -2.05 1.31 0.161
C 0.817 0.705 -1.165 0.22 0.54 0.75 -0.287
C 0.999 1.503 -2.266 1.16 1.20 -1.19 -0.198
C 0.217 1.379 -3.434 0.46 -1.47 2.06 -0.315
C -0.801 0.432 -3.375 -1.25 0.81 0.67 -0.219
C -1.082 -0.277 -2.223 -1.22 -1.20 -0.05 -0.245
H -0.182 -1.384 3.375 0.10 0.50 0.41 0.205
H -1.780 -1.244 2.483 0.64 0.36 0.09 0.208
H -0.645 -2.501 2.045 0.09 1.57 0.54 0.276
H -0.809 1.417 0.631 0.10 -1.25 0.16 0.234
H -0.734 1.152 2.282 -1.06 0.27 2.17 0.205
H 0.644 1.499 1.418 0.76 -0.10 0.30 0.206
H 1.491 -2.315 1.481 0.38 0.24 -0.24 0.141
H 1.452 0.776 -0.279 -0.03 0.15 -0.77 0.224
H 1.832 2.263 -2.252 -0.81 -0.96 -0.05 0.189
H 0.528 1.723 -4.367 0.30 1.27 -1.24 0.193
H -1.626 0.500 -4.072 0.29 -0.47 -0.71 0.189
H -2.029 -0.896 -2.186 1.43 0.59 0.11 0.222

***

(7)
17
Properties=species:S:1:pos:R:3:forces:R:3:nbo_charge:R:1 method="wB97M-V/def2-TZVPD" total_energy_ha=-309.79860 orbital_gap_ev=9.4 smiles="C=C(C)/C=C/CO" total_charge=0 spin_multiplicity=1 lumo_ev=0.8 relative_energy_kcal_mol=27.5
C 0.163 0.402 -2.136 -0.62 -0.34 -0.28 -0.371
C 0.839 0.325 -0.998 0.27 1.10 0.04 -0.035
C 2.339 0.524 -0.994 0.38 -1.31 -0.17 -0.643
C 0.185 0.127 0.310 0.10 -0.21 -0.26 -0.223
C -1.106 -0.071 0.524 -0.45 0.28 0.71 -0.171
C -1.673 -0.312 1.898 0.25 0.38 -0.01 -0.093
O -2.548 -1.427 1.944 0.00 -0.21 0.07 -0.714
H 0.632 0.566 -3.094 0.24 0.04 0.00 0.196
H -0.911 0.243 -2.179 0.11 0.09 0.08 0.190
H 2.760 0.160 -0.054 0.05 0.37 0.07 0.209
H 2.751 1.497 -1.253 -0.44 0.26 0.27 0.227
H 2.753 -0.161 -1.739 0.06 0.08 -0.07 0.221
H 0.831 0.140 1.181 0.17 -0.24 0.00 0.196
H -1.872 0.069 -0.229 0.13 -0.35 -0.32 0.200
H -2.259 0.571 2.180 -0.08 -0.26 0.08 0.183
H -0.867 -0.421 2.636 -0.05 0.07 -0.10 0.161
H -2.016 -2.232 2.002 -0.13 0.23 -0.12 0.467

***

(8)
18
Properties=species:S:1:pos:R:3:forces:R:3:mulliken_charge:R:1 method="wB97M-V/def2-TZVPD" total_energy_ha=-235.61565 orbital_gap_ev=7.9 total_charge=0 spin_multiplicity=1 lumo_ev=0.4 relative_energy_kcal_mol=127.1
C 2.024 0.485 0.860 -1.22 -0.51 1.06 -0.968
C 0.658 -0.083 1.338 0.15 -0.74 -0.51 -0.622
C -0.021 -0.989 0.242 1.60 0.18 -0.42 -0.698
C -0.562 -0.189 -0.951 -1.35 1.12 3.18 0.603
C 0.284 0.683 -1.653 -0.25 -0.51 0.04 -0.983
C -2.108 -0.228 -0.795 -0.26 0.83 -2.09 -1.221
H 2.118 1.362 1.503 0.77 0.18 -0.38 0.288
H 2.804 -0.246 1.079 0.13 0.21 -0.28 0.313
H 1.885 0.712 -0.192 0.66 0.29 0.02 0.370
H 0.057 0.799 1.598 -0.42 -0.46 -0.03 0.348
H 0.823 -0.689 2.240 -0.30 0.24 -0.12 0.341
H -0.750 -1.720 0.600 -0.18 0.51 0.28 0.437
H 0.781 -1.621 -0.180 0.00 0.24 0.18 0.314
H -0.451 1.301 -0.641 1.38 -1.42 -1.62 0.188
H -0.050 0.976 -2.657 -0.94 0.72 0.55 0.213
H -2.466 0.749 -1.161 -0.14 -0.40 0.15 0.361
H -2.451 -0.353 0.237 0.35 -0.19 -0.27 0.394
H -2.578 -0.949 -1.469 0.01 -0.30 0.28 0.321